The following is a DFT calculation (ωB97M-V/def2-TZVPD) of a single C4H3F2N molecule in a non-equilibrium geometry.

As for the relative energy (zero: lowest compared OMol25 entry of this formula, charge and spin): 41.94 kcal per mole. The charge is 0. As for the total energy: -11119.08530 eV. The value obtained for the lowest unoccupied orbital energy is 0.0281 Ha.

CARTESIAN COORDINATES (ANGSTROEM)
F (-1.28, 0.56, -2.08)
C (-0.51, 0.33, -0.94)
C (0.22, 1.11, -0.29)
C (0.83, 0.41, 0.76)
N (0.25, -0.81, 0.83)
C (-0.69, -0.76, -0.18)
F (-1.20, -1.98, -0.56)
H (0.37, 2.26, -0.35)
H (1.66, 0.65, 1.39)
H (0.35, -1.75, 1.41)